(1)
Here is an isolated ion of composition C6H17O2Si3 and charge -1 from the OMol25 dataset. Energies are from wB97M-V/def2-TZVPD.

Geometry (Å):
C: -1.1994 -0.8629 1.2941
C: -3.7576 0.7128 -0.4526
C: 2.3577 -2.0972 -1.2891
C: 1.5602 2.7379 0.9871
C: -0.7780 0.2319 0.3228
C: 0.6468 -0.0457 -0.1330
O: -0.5095 -1.9321 1.2208
O: -2.1466 -0.6921 2.0527
Si: -2.0376 0.2117 -1.0895
Si: 0.8720 -1.9660 -0.0334
Si: 1.9079 0.8562 0.9342
H: -3.9527 0.2067 0.4874
H: -3.8207 1.7820 -0.2705
H: -4.5441 0.4500 -1.1542
H: 3.2174 -1.5121 -0.9737
H: 2.6902 -3.1293 -1.3674
H: 2.1009 -1.7722 -2.2951
H: 0.6553 2.9572 1.5461
H: 2.3743 3.2744 1.4666
H: 1.4366 3.1511 -0.0101
H: -0.8939 1.1847 0.8552
H: 0.7846 0.2627 -1.1740
H: -1.6315 1.1961 -2.1225
H: -2.1449 -1.0870 -1.7661
H: -0.0564 -2.7540 -0.8939
H: 1.6539 -2.5211 1.1018
H: 3.2842 0.7298 0.4144
H: 1.9309 0.4265 2.3424

Output
**Molar mass**: 205.46 g/mol
**Orbital gap**: 8.312 eV
**Energy above the lowest of the compared OMol25 structures with the same formula, charge and spin**: 0.000 eV
**E_LUMO**: 3.4 eV
**Maximum force**: 0.019 Eh/bohr
**Total charge**: -1

Here are the natural (NBO) charges for atoms 1 to 8, given in e:
1 C 0.79
2 C -1.09
3 C -1.11
4 C -1.08
5 C -0.76
6 C -1.09
7 O -0.77
8 O -0.70

(2)
Here is one molecule with the formula C4H9NO2 from the OMol25 dataset. Energies are from wB97M-V/def2-TZVPD.

Geometry (Å):
C: -1.1984 1.5235 -0.5060
N: -1.8384 0.4418 0.1829
C: -1.5266 -0.7754 0.2224
O: -0.4204 -1.5139 -0.0878
C: 0.7788 -0.8873 -0.5888
C: 1.7352 -0.4888 0.5266
O: 1.2208 0.5168 1.3729
H: -1.8664 2.3858 -0.4189
H: -0.2122 1.7746 -0.1053
H: -1.1282 1.2615 -1.5735
H: -2.4530 -1.2909 0.4003
H: 1.2555 -1.6373 -1.2317
H: 0.5307 -0.0165 -1.1961
H: 2.0303 -1.3798 1.1006
H: 2.6352 -0.0665 0.0608
H: 0.4571 0.1523 1.8416

Output
**Molar mass**: 103.12 g/mol
**Orbital gap**: 10.067 eV
**Energy above the lowest of the compared OMol25 structures with the same formula, charge and spin**: 2.752 eV
**E_LUMO**: 0.8 eV
**SMILES**: C/N=C\OCCO
**Maximum force**: 0.038 Eh/bohr
**Total charge**: 0

Here are the natural (NBO) charges for atoms 1 to 8, given in e:
1 C -0.46
2 N -0.50
3 C 0.39
4 O -0.52
5 C -0.10
6 C -0.09
7 O -0.71
8 H 0.20

(3)
Here is C49H46BCl2N6OS3SiW as an isolated structure from the OMol25 dataset. Energies are from wB97M-V/def2-TZVPD.

Geometry (Å):
W: -0.3008 0.4969 -0.2913
C: -1.8842 -3.6187 -0.2172
N: -2.2110 -3.0889 -1.5209
C: -3.3237 -3.3771 -2.2772
C: -3.1290 -2.7843 -3.4773
N: -1.9101 -2.1492 -3.4580
B: -1.2486 -1.6719 -4.7936
N: -0.3155 -0.4312 -4.6477
C: 0.7168 -0.2483 -5.5396
C: 1.2080 0.9994 -5.3723
N: 0.4714 1.5773 -4.3633
C: 0.6084 2.9538 -3.9229
C: -0.4657 0.6938 -3.9356
S: -1.5893 1.0010 -2.6763
C: -1.3679 -2.3198 -2.2453
S: 0.1230 -1.7007 -1.6333
H: -2.5885 -4.4110 0.0236
H: -1.9193 -2.8423 0.5415
H: -0.8727 -4.0126 -0.2397
H: -4.1414 -3.9622 -1.8961
H: -3.7529 -2.7603 -4.3518
H: -2.1541 -1.4062 -5.5536
H: -0.5538 -2.5712 -5.2162
H: 1.0154 -1.0328 -6.2111
H: 2.0233 1.5136 -5.8490
H: 1.6009 3.1225 -3.5093
H: -0.1300 3.1433 -3.1472
H: 0.4385 3.6225 -4.7675
C: -4.3034 -2.8734 2.1396
C: -5.3489 -1.8030 2.4163
C: -5.4378 -1.6033 3.9361
C: -6.6947 -2.3110 1.8817
C: -4.9924 -0.4673 1.7600
C: -5.9091 0.5808 1.8829
C: -5.6245 1.8439 1.3942
C: -4.4060 2.0666 0.7876
S: -3.7708 3.5864 0.2176
C: -2.2542 2.7930 -0.1241
N: -2.2745 1.4374 0.0543
C: -3.4654 1.0349 0.6220
C: -3.7826 -0.2408 1.1049
C: -1.0576 3.4384 -0.4408
C: -0.9438 4.8314 -0.6576
C: 0.2732 5.3744 -0.9950
C: 1.3931 4.5466 -1.1449
C: 1.2738 3.1787 -0.9328
C: 0.0767 2.5763 -0.5513
H: -4.6034 -3.8141 2.6084
H: -3.3250 -2.5965 2.5384
H: -4.2096 -3.0416 1.0673
H: -5.6903 -2.5463 4.4293
H: -6.1971 -0.8657 4.1985
H: -4.4794 -1.2541 4.3272
H: -6.9378 -3.2782 2.3302
H: -6.6533 -2.4335 0.7974
H: -7.5080 -1.6217 2.1091
H: -6.8514 0.4212 2.3913
H: -6.3330 2.6541 1.5170
H: -3.0393 -1.0189 0.9974
H: -1.8189 5.4658 -0.5618
H: 0.3627 6.4431 -1.1545
H: 2.3526 4.9668 -1.4237
H: 2.1442 2.5638 -1.0957
Cl: 0.6579 -2.8032 2.0403
C: -0.1183 -1.7228 3.1443
C: -0.2899 -2.1383 4.4537
C: -0.8793 -1.2959 5.3821
C: -1.2794 -0.0258 4.9953
C: -1.1008 0.3816 3.6867
Cl: -1.5792 1.9855 3.2409
C: -0.5338 -0.4513 2.6984
N: -0.4233 -0.0260 1.4158
H: 0.0508 -3.1257 4.7346
H: -1.0179 -1.6237 6.4037
H: -1.7303 0.6587 5.7007
O: 1.6979 0.2467 -0.5553
Si: 3.2621 0.2057 -0.1805
C: 4.0448 1.8607 0.3113
C: 5.2322 2.3269 -0.2519
C: 5.8272 3.5073 0.1820
C: 5.2372 4.2514 1.1908
C: 4.0461 3.8139 1.7575
C: 3.4627 2.6365 1.3212
C: 4.1494 -0.4427 -1.7097
C: 3.4058 -0.6082 -2.8817
C: 3.9990 -1.0584 -4.0542
C: 5.3537 -1.3553 -4.0801
C: 6.1134 -1.1967 -2.9286
C: 5.5144 -0.7440 -1.7612
C: 3.6143 -0.8543 1.3370
C: 4.5013 -1.9299 1.3490
C: 4.7979 -2.6086 2.5258
C: 4.2126 -2.2169 3.7201
C: 3.3212 -1.1519 3.7303
C: 3.0267 -0.4865 2.5516
H: 5.7001 1.7726 -1.0568
H: 6.7492 3.8470 -0.2750
H: 5.6935 5.1754 1.5251
H: 3.5625 4.4002 2.5291
H: 2.5133 2.3358 1.7517
H: 2.3431 -0.3944 -2.8684
H: 3.3946 -1.1813 -4.9448
H: 5.8174 -1.7109 -4.9925
H: 7.1724 -1.4259 -2.9406
H: 6.1292 -0.6206 -0.8755
H: 4.9541 -2.2654 0.4232
H: 5.4864 -3.4453 2.5083
H: 4.4419 -2.7440 4.6386
H: 2.8423 -0.8505 4.6546
H: 2.3125 0.3293 2.5751

Output
**Molar mass**: 1124.79 g/mol
**Orbital gap (alpha / beta)**: 4.650 / 7.377 eV
**Energy above the lowest of the compared OMol25 structures with the same formula, charge and spin**: 0.749 eV
**E_LUMO (alpha / beta)**: 2.4 / 2.4 eV
**Multiplicity**: 3
**Maximum force**: 0.021 Eh/bohr
**Total charge**: -1

Here are the Löwdin charges for atoms 1 to 8, given in e:
1 W 1.40
2 C -0.07
3 N -0.11
4 C -0.04
5 C -0.06
6 N -0.01
7 B -0.44
8 N -0.01

(4)
Here is C56H53IN4O5P3S3Sc as an isolated structure from the OMol25 dataset. Energies are from wB97M-V/def2-TZVPD.

Geometry (Å):
Sc: 1.3534 -0.0760 -1.4936
O: -0.8852 4.0297 0.5073
S: -0.9432 2.5626 0.7781
C: -2.6780 2.1626 1.0203
C: -3.5685 3.2250 1.0391
C: -4.9197 2.9713 1.2227
C: -5.3587 1.6675 1.4063
C: -4.4583 0.6138 1.3710
C: -3.0975 0.8370 1.1542
P: -1.9267 -0.5345 0.8083
C: -3.1072 -1.7190 0.0524
C: -3.8524 -1.2092 -1.0176
C: -4.8208 -1.9638 -1.6584
C: -5.0286 -3.2769 -1.2494
C: -4.2961 -3.7982 -0.1925
C: -3.3502 -3.0222 0.4702
C: -1.5146 -1.2617 2.4406
C: -1.7560 -0.5833 3.6335
C: -1.3010 -1.0880 4.8452
C: -0.6143 -2.2914 4.8891
C: -0.3803 -2.9877 3.7097
C: -0.8141 -2.4693 2.4991
C: -0.3762 2.3502 2.4611
C: -1.1451 2.8281 3.5158
C: -0.6434 2.7917 4.8021
C: 0.6319 2.2936 5.0233
C: 1.4022 1.8369 3.9683
C: 0.9144 1.8495 2.6587
P: 2.0273 1.3607 1.2457
C: 3.0061 2.9016 1.0827
C: 2.5040 4.1455 1.4598
C: 3.2466 5.2982 1.2430
C: 4.4988 5.2248 0.6555
C: 5.0033 3.9930 0.2632
C: 4.2559 2.8444 0.4607
C: 3.1068 0.2112 2.2066
C: 4.4581 0.3866 2.4776
C: 5.1424 -0.5277 3.2751
C: 4.4808 -1.6075 3.8327
C: 3.1212 -1.7754 3.5898
C: 2.4481 -0.8851 2.7733
H: -3.1897 4.2278 0.8837
H: -5.6299 3.7875 1.2072
H: -6.4134 1.4643 1.5350
H: -4.8272 -0.4005 1.4535
H: -3.7381 -0.1727 -1.3075
H: -5.4402 -1.5025 -2.4221
H: -5.7888 -3.8765 -1.7331
H: -4.4841 -4.8090 0.1498
H: -2.8403 -3.4413 1.3263
H: -2.3148 0.3416 3.6186
H: -1.4959 -0.5397 5.7586
H: -0.2702 -2.6887 5.8357
H: 0.1429 -3.9368 3.7322
H: -0.6132 -3.0156 1.5850
H: -2.1350 3.2224 3.3208
H: -1.2399 3.1555 5.6289
H: 1.0376 2.2725 6.0270
H: 2.4010 1.4797 4.1682
H: 1.5270 4.2314 1.9115
H: 2.8359 6.2562 1.5338
H: 5.0765 6.1253 0.4910
H: 5.9700 3.9255 -0.2191
H: 4.6405 1.8996 0.1014
H: 4.9896 1.2463 2.1009
H: 6.1953 -0.3748 3.4750
H: 5.0126 -2.3040 4.4684
H: 2.5789 -2.5966 4.0466
H: 1.3843 -1.0182 2.6014
O: 1.6915 -1.4945 -0.0740
N: 1.4147 -2.7974 -0.1853
C: 1.9933 -3.6334 0.7016
C: 1.7003 -4.9675 0.6894
C: 0.7733 -5.4456 -0.2441
C: 0.2009 -4.5767 -1.1377
C: 0.5355 -3.2120 -1.1306
S: -0.1125 -2.0724 -2.2137
H: 2.6773 -3.1576 1.3869
H: 2.1806 -5.6214 1.4020
H: 0.5108 -6.4947 -0.2635
H: -0.5202 -4.9045 -1.8728
O: -8.0334 1.2788 -0.8602
S: -7.3596 1.0263 -2.1159
O: -6.4492 -0.1113 -2.0868
O: -8.1764 1.1160 -3.3078
C: -6.2363 2.4564 -2.2914
N: -6.6894 3.6936 -2.0714
C: -5.7942 4.6671 -2.1465
C: -4.4408 4.4506 -2.3978
C: -4.0867 3.1382 -2.6434
N: -4.9894 2.1616 -2.6126
C: -2.7042 2.6054 -2.7798
C: -2.5746 1.3012 -3.2483
C: -1.4078 0.6221 -3.0302
N: -0.3598 1.1568 -2.3859
C: -0.4107 2.4771 -2.1438
C: -1.5532 3.2364 -2.3253
H: -6.1639 5.6732 -1.9745
H: -3.7297 5.2655 -2.3965
H: -3.4379 0.7928 -3.6506
H: -1.3642 -0.4220 -3.2929
H: 0.4698 2.9254 -1.7032
H: -1.5516 4.2584 -1.9704
I: 3.0630 1.8325 -2.6385
C: 2.4883 -4.0972 -3.8760
C: 3.3733 -3.4759 -2.7951
P: 3.3729 -1.6278 -2.7175
C: 4.8552 -1.3653 -1.6509
C: 6.2100 -1.7384 -2.2463
C: 3.9109 -1.1894 -4.4183
C: 2.7276 -0.9468 -5.3572
H: 2.4416 -5.1795 -3.7453
H: 2.8910 -3.9067 -4.8709
H: 1.4711 -3.7076 -3.8426
H: 4.4079 -3.7878 -2.9536
H: 3.0898 -3.8516 -1.8096
H: 4.6594 -1.9323 -0.7342
H: 4.8511 -0.3113 -1.3675
H: 6.2623 -2.7883 -2.5361
H: 7.0010 -1.5623 -1.5162
H: 6.4328 -1.1343 -3.1259
H: 4.5614 -1.9834 -4.7941
H: 4.5077 -0.2799 -4.3441
H: 2.0883 -1.8248 -5.4499
H: 3.0788 -0.6791 -6.3541
H: 2.1159 -0.1220 -4.9884

Output
**Molar mass**: 1223.05 g/mol
**Orbital gap**: 6.833 eV
**Energy above the lowest of the compared OMol25 structures with the same formula, charge and spin**: 2.185 eV
**E_LUMO**: -0.9 eV
**Maximum force**: 0.024 Eh/bohr
**Total charge**: 0

Here are the Löwdin charges for atoms 1 to 8, given in e:
1 Sc 0.35
2 O -0.48
3 S 0.90
4 C -0.39
5 C -0.08
6 C -0.05
7 C -0.03
8 C -0.05

(5)
Here is C15H12ClIrNO6 as an isolated structure from the OMol25 dataset. Energies are from wB97M-V/def2-TZVPD.

Geometry (Å):
Ir: 0.5159 0.0971 -0.8577
O: 2.3827 0.6038 5.1107
C: 1.9894 0.5952 3.9711
C: 0.9760 1.5399 3.3453
O: 0.4188 2.4642 3.8911
C: 0.8189 1.0957 1.9456
C: 1.6807 -0.0034 1.7148
O: 1.7701 -0.5805 0.5531
C: 2.4272 -0.3773 2.9016
O: 3.2352 -1.2787 3.0673
O: 0.0518 1.5850 1.0654
N: -0.6984 1.9145 -4.3798
C: -0.0840 1.2271 -3.3964
O: -0.7169 0.8904 -2.3919
C: 1.3542 0.8470 -3.5238
C: 1.9464 0.8345 -2.1125
H: -1.6346 2.2428 -4.2110
H: -0.1617 2.3365 -5.1137
H: 1.8710 1.5082 -4.2308
H: 1.3817 -0.1695 -3.9237
H: 2.1464 1.8654 -1.7868
H: 2.8792 0.2741 -2.0947
Cl: -3.2158 -0.7907 -1.6466
C: -2.5127 -1.0413 -0.0662
C: -3.2798 -0.7060 1.0342
C: -2.7862 -0.9274 2.3110
C: -1.5383 -1.5088 2.4714
C: -0.7789 -1.8302 1.3604
C: -1.2217 -1.5754 0.0547
C: -0.3143 -1.8011 -1.0922
H: -4.2580 -0.2683 0.8871
H: -3.3753 -0.6446 3.1740
H: -1.1466 -1.6967 3.4632
H: 0.2067 -2.2593 1.4825
H: -0.7916 -1.9213 -2.0587
H: 0.4624 -2.5410 -0.9180

Output
**Molar mass**: 529.93 g/mol
**Orbital gap**: 5.875 eV
**Energy above the lowest of the compared OMol25 structures with the same formula, charge and spin**: 0.712 eV
**E_LUMO**: 2.1 eV
**Maximum force**: 0.031 Eh/bohr
**Total charge**: -1

Here are the natural (NBO) charges for atoms 1 to 8, given in e:
1 Ir 0.95
2 O -0.54
3 C 0.38
4 C 0.37
5 O -0.56
6 C 0.27
7 C 0.19
8 O -0.68

(6)
Here is a 6-piece molecular cluster, H12O6 overall from the OMol25 dataset. Energies are from wB97M-V/def2-TZVPD.

Geometry (Å):
O: -1.9371 2.1984 2.0096
H: -2.7071 1.9724 2.4656
H: -1.5541 1.3594 1.6896
O: -0.3181 -1.3346 -2.6004
H: 0.2179 -1.8186 -3.1884
H: -0.6391 -0.5976 -3.1504
O: 1.7589 -1.5826 -0.1024
H: 0.9709 -1.4476 -0.6604
H: 2.5029 -1.1296 -0.4684
O: 0.4109 -0.4566 2.5946
H: 0.5039 0.4664 2.8646
H: 1.2089 -0.9476 2.7126
O: 0.7549 1.6674 -1.7094
H: 1.2009 1.0274 -2.2534
H: 0.2099 1.2344 -1.0294
O: -0.8171 0.1734 0.1936
H: -0.2691 -0.3676 0.7336
H: -1.4981 -0.4166 -0.1014

Output
**Molar mass**: 108.09 g/mol
**Orbital gap**: 11.224 eV
**Energy above the lowest of the compared OMol25 structures with the same formula, charge and spin**: 1.189 eV
**E_LUMO**: 0.3 eV
**SMILES**: O.O.O.O.O.O
**Maximum force**: 0.047 Eh/bohr
**Total charge**: 0

Here are the natural (NBO) charges for atoms 1 to 8, given in e:
1 O -0.95
2 H 0.46
3 H 0.49
4 O -0.95
5 H 0.47
6 H 0.48
7 O -0.97
8 H 0.49